Molecular formula: C11H15NO
Method: DFT, ωB97M-V/def2-TZVPD

```
! wB97M-V def2-TZVPD RIJCOSX def2/J DEFGRID3
* xyz 0 1
C -1.29 0.18 -4.36
O -1.60 -0.21 -3.00
C -0.77 0.24 -1.91
C 0.61 0.48 -2.18
C 1.38 0.48 -1.14
C 1.03 0.28 0.25
C -0.38 -0.03 0.56
C -1.20 0.07 -0.59
C -0.78 -0.16 1.97
C -1.72 -1.29 2.12
N 0.44 -0.25 2.90
C 1.66 0.46 2.65
C 2.16 0.36 1.36
H -2.13 -0.23 -4.94
H -0.13 -0.18 -4.69
H -1.32 1.48 -4.34
H 1.11 0.35 -3.24
H 2.43 0.71 -1.11
H -2.29 0.12 -0.50
H -1.36 0.86 2.12
H -2.46 -1.14 1.34
H -2.26 -1.49 3.18
H -1.07 -2.18 1.94
H 0.61 -1.33 3.16
H 2.22 0.30 3.60
H 1.41 1.60 2.63
H 2.96 1.10 1.04
H 2.71 -0.57 1.18
*
```

LUMO level = 0.84 eV
E_HOMO = -8.0 eV
SMILES = COc1ccc2c(c1)[C@@H](C)NCC2
E_tot = -15183.5051 eV
gap between HOMO and LUMO = 8.9 eV
energy above the lowest of the compared OMol25 structures with the same formula, charge and spin = 426.2 kJ/mol

***

Molecular formula: C11H15O2P
Method: DFT, ωB97M-V/def2-TZVPD

```
! wB97M-V def2-TZVPD RIJCOSX def2/J DEFGRID3
* xyz 0 1
C 0.95 1.08 -1.20
C 1.00 0.92 0.37
C 1.27 2.21 1.06
C 1.98 -0.21 0.71
P -0.62 0.34 1.17
O -0.52 0.14 2.61
C -2.00 1.26 0.55
O -2.48 0.57 -0.56
C -2.18 -0.71 -0.53
C -2.99 -1.65 -1.17
C -2.69 -3.05 -0.98
C -1.63 -3.39 -0.16
C -0.83 -2.43 0.52
C -1.11 -1.11 0.26
H 1.06 0.09 -1.84
H -0.01 1.50 -1.52
H 1.88 1.61 -1.45
H 0.58 3.09 0.73
H 2.31 2.54 1.00
H 1.01 2.04 2.15
H 2.34 -0.26 1.69
H 1.39 -1.15 0.38
H 2.80 -0.21 0.08
H -1.83 2.25 0.31
H -2.71 1.26 1.28
H -3.91 -1.31 -1.65
H -3.38 -3.73 -1.32
H -1.51 -4.47 0.02
H -0.26 -2.56 1.35
*
```

LUMO level = 0.68 eV
E_HOMO = -8.8 eV
SMILES = CC(C)(C)[P@@]1(=O)COc2ccccc21
E_tot = -25033.3462 eV
gap between HOMO and LUMO = 9.4 eV
energy above the lowest of the compared OMol25 structures with the same formula, charge and spin = 183.7 kJ/mol

***

Q: Among the records above, which one has the lowest energy above the lowest of the compared OMol25 structures with the same formula, charge and spin?
A: C11H15O2P